C36H63BF3N4O2 | ωB97M-V/def2-TZVPD

Results
HOMO	-0.3403	hartree
net charge	+1
maximum force	5.34	eV/A
E	-57222.2835	eV
Kohn-Sham gap	6.030	eV
multiplicity	1

Positions of all 109 atoms, in Å:
C -4.1931 0.2820 4.5635
C -5.4448 0.8985 3.6831
C -5.0417 0.8369 2.0937
C -5.9868 -0.1683 1.1929
C -5.3509 -1.7099 1.2991
C -4.1444 -1.7844 0.1657
C -3.6700 -3.3574 0.0459
C -2.2489 -3.4696 0.9153
C -1.0811 -2.8498 -0.0810
C -0.2412 -4.0776 -0.8173
C 0.5608 -3.4355 -2.1037
C 2.2024 -3.6692 -1.9401
C 2.8461 -3.2674 -3.4286
C 4.4589 -2.8542 -3.3099
C 4.5845 -1.3992 -2.4948
C 5.6679 -0.3728 -3.2249
C 6.7165 0.2390 -2.0878
C 7.1455 1.7863 -2.3138
N 6.3338 2.8439 -1.6142
B 5.0948 3.1158 -2.5022
O 3.7035 2.7561 -2.0598
O 5.1832 3.7085 -3.8706
C 5.9933 2.5734 -0.1698
C 5.1992 3.7830 0.6058
C 6.0645 5.1747 0.6192
C 6.5288 5.4248 -0.9682
C 7.7362 6.5783 -0.8621
F 8.1525 6.8528 -2.2688
F 7.1276 7.7996 -0.2233
F 8.9030 6.1017 -0.0454
C 7.2328 4.0993 -1.6111
H -3.1423 0.5625 4.1201
H -4.2880 -0.8992 4.6446
H -4.2199 0.6973 5.6722
H -5.6047 2.0264 3.9857
H -6.4602 0.3316 3.9260
H -3.9408 0.4444 1.9910
H -5.0582 1.9367 1.6735
H -7.1173 -0.1610 1.5241
H -5.8522 0.1413 0.0630
H -6.1680 -2.5416 1.1379
H -4.8240 -1.8588 2.3416
H -3.2688 -1.1204 0.5816
H -4.4961 -1.3601 -0.8702
H -4.5012 -4.0877 0.4471
H -3.3729 -3.5638 -1.0776
H -2.0499 -4.5799 1.2270
H -2.3277 -2.8440 1.9265
H -0.3646 -2.1084 0.4952
H -1.6103 -2.2174 -0.9428
H 0.5128 -4.5303 -0.0344
H -1.0069 -4.8741 -1.2359
H 0.3697 -2.2736 -2.2548
H 0.2569 -3.9841 -3.1193
H 2.6140 -2.9678 -1.0740
H 2.4558 -4.7783 -1.6373
H 2.7580 -4.2169 -4.1111
H 2.3033 -2.3180 -3.8459
H 4.9559 -3.7328 -2.6793
H 5.0053 -2.8328 -4.3447
H 3.5100 -0.9007 -2.3521
H 4.9258 -1.7096 -1.3949
H 6.2954 -1.0655 -3.9658
H 5.1659 0.4475 -3.8907
H 7.7078 -0.4144 -2.2207
H 6.2930 -0.0479 -1.0383
H 7.1131 1.9932 -3.4890
H 8.2913 1.9445 -2.0192
H 3.1154 3.5667 -2.1168
H 5.6340 4.6034 -3.8493
H 5.2440 1.6439 -0.1608
H 7.0014 2.3341 0.4207
H 5.0503 3.4496 1.7423
H 4.1147 3.9984 0.2014
H 5.4947 6.1063 1.0567
H 7.0259 4.9797 1.2880
H 5.6898 5.9217 -1.6145
H 8.1341 3.8092 -0.8839
H 7.7335 4.2987 -2.6594
N -0.9291 2.1508 -0.2780
C -0.0742 1.8291 -1.2998
C -0.7713 1.0740 -2.2162
C -2.0949 0.9405 -1.7330
C -2.1652 1.6176 -0.5361
H -0.6863 2.6970 0.5383
H 0.9547 2.1629 -1.2865
H -0.3702 0.6645 -3.1343
H -2.9093 0.4084 -2.2074
H -2.9863 1.7641 0.1528
N -8.2438 3.4308 5.4344
C -7.4844 3.0254 6.5010
C -7.2267 4.1286 7.2838
C -7.8577 5.2373 6.6708
C -8.4808 4.7773 5.5323
H -8.5778 2.8303 4.6918
H -7.1920 1.9897 6.6105
H -6.6477 4.1341 8.1982
H -7.8583 6.2610 7.0223
H -9.0699 5.2917 4.7848
N -4.2381 -7.2013 0.0984
C -3.2857 -7.6354 -0.7864
C -3.9271 -8.0538 -1.9309
C -5.3148 -7.8596 -1.7315
C -5.4782 -7.3293 -0.4713
H -4.0546 -6.8417 1.0261
H -2.2360 -7.6111 -0.5260
H -3.4473 -8.4544 -2.8144
H -6.1094 -8.0819 -2.4320
H -6.3685 -7.0341 0.0679

Atom charges from the Mulliken analysis, given in e for atoms 1 to 4: C -0.97; C -0.29; C -0.12; C -0.65

C36H63Cl4CuN7O12Pd | ωB97M-V/def2-TZVPD

Results
HOMO (alpha / beta)	-0.2613 / -0.2592	hartree
net charge	0
maximum force	8.51	eV/A
E	-171554.8506	eV
<S²>	3.763
Kohn-Sham gap (alpha / beta)	7.257 / 5.733	eV
multiplicity	4

Positions of all 124 atoms, in Å:
C 27.9759 4.9652 14.5594
C 28.3772 5.5089 16.0296
N 28.9621 4.4728 16.8245
C 29.9019 3.5892 16.4558
C 30.1273 2.7435 17.5584
N 29.2941 3.1611 18.5471
C 28.6537 4.2609 18.1297
C 29.1971 2.6276 19.8671
H 28.9164 4.7595 14.0483
H 27.3452 5.6879 14.0416
H 27.4993 4.0008 14.7349
H 27.6070 5.8797 16.7060
H 29.0237 6.3800 15.9237
H 30.4723 3.6307 15.5397
H 30.8211 1.9221 17.6596
H 27.9493 4.7096 18.8145
H 28.8268 3.4036 20.5371
H 30.2249 2.4257 20.1686
H 28.6045 1.7129 19.8499
C 24.4821 -3.4743 16.9384
C 24.6457 -2.0838 17.6212
N 23.7739 -1.1210 17.0197
C 22.8018 -0.3250 17.6259
C 22.4809 0.7438 16.7952
N 22.9765 0.4127 15.5232
C 23.8687 -0.5810 15.7428
C 22.7827 1.1162 14.2194
H 23.5925 -4.0830 17.0998
H 25.3093 -4.0662 17.3303
H 24.5390 -3.5705 15.8541
H 25.6597 -1.7038 17.4962
H 24.2470 -2.0772 18.6357
H 22.7048 -0.3523 18.7012
H 21.8402 1.6113 16.8529
H 24.4140 -1.1168 14.9799
H 22.6051 0.3607 13.4541
H 23.6418 1.7721 14.0785
H 21.7956 1.5782 14.2343
Cu 23.7680 3.7964 19.6293
Pd 24.4634 8.2734 18.9261
C 20.5494 7.4599 17.9828
C 21.1108 8.8561 18.1673
O 22.5280 8.9220 18.0340
H 20.9350 6.7752 18.7382
H 20.7785 7.1830 16.9537
H 19.4681 7.3410 18.0522
H 20.8724 9.0807 19.2070
H 20.6366 9.6077 17.5361
C 19.4956 2.7857 20.0999
C 20.2175 3.5529 18.9754
O 21.6069 3.3959 18.8482
H 18.9014 2.0331 19.5816
H 18.9062 3.4766 20.7026
H 20.1040 2.2184 20.8043
H 19.9770 4.6139 19.0427
H 19.7167 3.2907 18.0435
C 26.8085 0.6816 18.5942
C 25.7323 1.4738 18.6315
C 25.3940 2.2728 17.3542
O 24.5541 3.2977 17.4756
C 26.1129 2.1760 16.2299
C 27.2256 1.2806 16.1027
C 27.6869 0.5643 17.3897
O 28.7773 0.0369 17.3973
O 27.9399 1.1435 15.1155
O 25.0896 1.5633 19.7698
H 27.1578 0.2512 19.5211
H 25.8319 2.7691 15.3722
C 25.2314 6.0919 20.1494
O 25.6125 4.9161 20.3120
O 25.7813 7.1817 20.2921
O 24.1461 6.1480 19.6160
Cl 24.4654 -0.8009 22.4984
C 26.2535 -0.6877 22.1276
C 26.8920 0.5971 22.7366
Cl 28.7296 0.5885 22.6343
H 26.3907 -0.9298 21.0738
H 26.6286 -1.5777 22.6329
H 26.6642 0.7962 23.7838
H 26.5794 1.3913 22.0587
Cl 18.7730 6.4235 22.8033
C 19.9366 7.2020 21.7119
C 21.3724 6.6752 21.7662
Cl 21.9200 6.4953 23.4648
H 20.0576 8.2503 21.9851
H 19.5808 7.2456 20.6825
H 21.9424 7.3925 21.1757
H 21.4663 5.7159 21.2572
C 23.5850 4.6772 13.7627
O 23.9876 4.7042 12.5349
N 22.8293 5.6301 14.3454
C 22.0924 5.3088 15.6190
C 22.3568 6.8928 13.6769
H 23.9662 3.9470 14.4933
H 22.2035 4.2721 15.9369
H 21.0676 5.4589 15.2793
H 22.3266 6.0649 16.3684
H 21.4855 6.7711 13.0333
H 22.0824 7.6140 14.4468
H 23.1341 7.2613 13.0075
C 23.0318 2.8572 22.7736
O 22.9941 3.3103 21.6424
N 23.8740 3.3716 23.6834
C 24.7964 4.4702 23.4189
C 24.0842 2.6749 24.9137
H 22.4942 1.9937 23.1950
H 25.0349 5.0964 24.2786
H 24.5131 5.0425 22.5356
H 25.7305 4.1258 22.9751
H 23.7957 3.2361 25.8024
H 23.5975 1.7003 24.9505
H 25.1253 2.4590 25.1534
C 25.2151 7.7397 15.8589
O 25.4161 7.4824 17.0695
N 26.0752 8.3447 15.0290
C 25.6354 8.5595 13.6452
C 27.2033 9.1361 15.5822
H 24.2794 7.5067 15.3276
H 24.8462 9.3099 13.6911
H 25.2274 7.6827 13.1423
H 26.4831 8.8446 13.0220
H 27.4641 9.0640 16.6380
H 28.1029 8.8719 15.0261
H 26.9945 10.1880 15.3871

Atom charges from the Mulliken analysis, given in e for atoms 1 to 4: C -0.86; C -0.08; N 0.40; C -0.39

C36H63N9 | ωB97M-V/def2-TZVPD

Results
HOMO	-0.4172	hartree
net charge	0
maximum force	4.31	eV/A
E	-51761.1369	eV
energy above the lowest of the compared OMol25 structures with the same formula, charge and spin	2.883	eV
Kohn-Sham gap	11.591	eV
multiplicity	1

Positions of all 108 atoms, in Å:
C 2.6488 9.8214 6.6764
C 1.7796 9.7093 5.3704
C 2.5522 10.0919 4.0646
C 3.0273 11.5027 4.0456
N 3.3918 12.5997 4.0877
H 1.9740 9.6504 7.5151
H 3.1620 10.7789 6.7648
H 3.4187 9.0628 6.8178
H 0.9147 10.3478 5.5504
H 1.3532 8.7119 5.2629
H 1.9390 9.9327 3.1776
H 3.4211 9.4350 4.0244
C 6.6784 11.4200 -2.1869
C 6.6961 11.1524 -3.6739
C 8.0230 11.4768 -4.3343
C 9.1261 10.6495 -3.8300
N 9.9873 9.9896 -3.4044
H 5.6843 11.1681 -1.8177
H 6.8311 12.4784 -1.9758
H 7.4686 10.8391 -1.7112
H 5.9038 11.7206 -4.1610
H 6.4842 10.1119 -3.9200
H 8.2111 12.5469 -4.2467
H 8.0241 11.3022 -5.4102
C 9.4531 9.7876 5.3418
C 9.0060 8.3133 5.1908
C 9.9256 7.4000 5.9670
C 9.8484 7.4825 7.3960
N 9.8426 7.5459 8.5456
H 10.4627 9.8546 4.9363
H 9.3982 10.0891 6.3878
H 8.8552 10.4952 4.7674
H 8.8696 8.0616 4.1391
H 8.0370 8.1893 5.6741
H 10.9716 7.5634 5.7076
H 9.7013 6.3504 5.7771
C 7.8830 2.7741 0.1344
C 8.9479 3.8823 -0.0648
C 8.4054 5.0850 -0.8307
C 7.0249 5.4623 -0.5232
N 5.9601 5.7500 -0.2738
H 7.5747 2.3462 -0.8195
H 7.0090 3.0741 0.7126
H 8.3958 1.9501 0.6306
H 9.7642 3.5334 -0.6973
H 9.4663 4.1427 0.8579
H 8.5628 5.0386 -1.9083
H 9.0120 5.9663 -0.6225
C -2.3584 15.3328 4.8321
C -3.2213 15.1117 3.5769
C -3.7540 13.6924 3.3002
C -4.6612 13.5025 2.2075
N -5.3780 13.3348 1.3134
H -2.9711 15.3033 5.7331
H -1.9381 16.3385 4.8195
H -1.4691 14.7048 4.7792
H -2.6819 15.4687 2.6996
H -4.1134 15.7371 3.5437
H -4.3664 13.3390 4.1298
H -2.8730 13.0780 3.1149
C -6.9878 5.6991 -0.2258
C -5.8830 6.2465 -1.1252
C -4.5138 6.0639 -0.3841
C -4.3917 6.6615 1.0022
N -4.2983 7.1268 2.0532
H -7.0101 6.3297 0.6630
H -6.8551 4.6616 0.0810
H -7.9657 5.7461 -0.7049
H -6.0506 7.3005 -1.3467
H -5.7967 5.7160 -2.0735
H -3.7202 6.5502 -0.9513
H -4.3299 4.9931 -0.2960
C 1.7326 2.1028 3.5944
C 1.9079 0.6224 3.1866
C 2.4689 -0.3471 4.2421
C 1.5732 -0.5574 5.4017
N 0.8935 -0.6612 6.3127
H 1.5542 2.7549 2.7394
H 2.6076 2.5149 4.0970
H 0.8681 2.2754 4.2356
H 2.6031 0.6530 2.3476
H 0.9531 0.3116 2.7624
H 3.4675 -0.0520 4.5643
H 2.5496 -1.3458 3.8130
C 2.4911 4.2580 10.0482
C 3.4139 3.2185 10.7872
C 4.9044 3.4485 10.5237
C 5.2209 3.2886 9.0998
N 5.4145 3.2358 7.9481
H 2.9145 4.5231 9.0794
H 2.5072 5.1800 10.6294
H 1.4627 3.9009 9.9937
H 3.2422 2.1938 10.4575
H 3.2658 3.2721 11.8658
H 5.3948 2.6377 11.0624
H 5.2558 4.4210 10.8684
C 3.6488 21.6437 4.0632
C 2.8838 20.3554 3.8019
C 3.1221 19.6679 2.4050
C 2.9259 20.6296 1.2853
N 2.8427 21.3617 0.4385
H 3.3248 22.0610 5.0166
H 3.3960 22.4114 3.3319
H 4.7347 21.5508 4.0788
H 1.8096 20.5376 3.7677
H 3.0726 19.5679 4.5315
H 2.4729 18.8038 2.2639
H 4.1808 19.4120 2.4478

Atom charges from the Mulliken analysis, given in e for atoms 1 to 4: C -1.10; C -0.45; C -0.39; C 0.23

C36H63N9 | ωB97M-V/def2-TZVPD

Results
HOMO	-0.4167	hartree
net charge	0
maximum force	10.68	eV/A
E	-51760.5601	eV
energy above the lowest of the compared OMol25 structures with the same formula, charge and spin	3.459	eV
Kohn-Sham gap	11.414	eV
multiplicity	1

Positions of all 108 atoms, in Å:
C 3.5702 5.7037 2.9317
C 2.8189 5.2428 1.7377
C 1.6641 4.2719 2.1500
C 0.8026 3.8154 1.0282
N 0.2586 3.4912 0.1487
H 2.9480 6.1690 3.6961
H 4.3336 6.4593 2.7461
H 4.3039 4.9922 3.3107
H 3.4902 4.6758 1.0927
H 2.4310 6.1256 1.2295
H 1.0212 4.8305 2.8303
H 2.0225 3.3678 2.6422
C 0.5405 -6.1244 0.6495
C -0.5323 -5.4308 -0.3333
C 0.0513 -4.1906 -1.1162
C 1.4123 -4.1908 -1.7194
N 2.4510 -4.1417 -2.2089
H 0.1048 -6.9120 1.2643
H 0.9593 -5.4061 1.3543
H 1.4235 -6.5178 0.1458
H -1.3678 -5.1708 0.3167
H -0.9068 -6.2910 -0.8883
H -0.0031 -3.3658 -0.4056
H -0.6927 -3.9361 -1.8710
C 4.4686 0.9032 2.8231
C 5.4618 2.0458 3.0089
C 6.2181 2.4345 1.6922
C 7.1306 1.3865 1.3582
N 7.9185 0.5716 1.1382
H 4.1498 0.5154 3.7906
H 4.9524 0.0957 2.2736
H 3.5932 1.2066 2.2488
H 6.1260 1.7586 3.8240
H 4.8565 2.7988 3.5136
H 6.7910 3.3255 1.9491
H 5.5716 2.8435 0.9157
C -3.7221 -0.0015 2.7102
C -2.3796 0.7625 2.4275
C -2.1312 0.8553 0.8867
C -2.1662 -0.4192 0.1538
N -2.2615 -1.4710 -0.3780
H -3.7652 -1.0269 2.3432
H -4.5220 0.5349 2.1998
H -3.9639 0.1502 3.7622
H -1.4751 0.2431 2.7443
H -2.3529 1.7177 2.9519
H -1.1514 1.2982 0.7078
H -2.9272 1.5247 0.5606
C 3.1807 1.0872 -1.0482
C 3.1318 -0.4548 -0.9192
C 1.8329 -1.0849 -0.4172
C 1.4432 -0.5329 0.8373
N 1.2351 -0.0616 1.8927
H 4.1022 1.2507 -1.6069
H 3.2595 1.6527 -0.1197
H 2.3533 1.5265 -1.6055
H 3.9345 -0.8160 -0.2763
H 3.3729 -0.9504 -1.8596
H 1.9865 -2.1478 -0.2307
H 1.0108 -1.1128 -1.1323
C -4.2505 1.6046 -5.9612
C -3.2505 1.9411 -4.8632
C -3.8494 2.7136 -3.7099
C -4.5020 4.0359 -4.0473
N -5.0080 5.0529 -4.2362
H -5.0725 0.9958 -5.5845
H -3.8269 0.8617 -6.6371
H -4.6931 2.4800 -6.4365
H -2.3784 2.4147 -5.3140
H -2.8267 1.0350 -4.4302
H -3.1035 2.8933 -2.9357
H -4.6884 2.1124 -3.3596
C -0.5589 0.1446 -3.1243
C 0.5237 -0.6199 -3.8859
C -0.0559 -1.2157 -5.1696
C -0.3836 -0.1896 -6.2093
N -0.6989 0.6724 -6.8855
H -1.5462 -0.3163 -3.0922
H -0.5497 1.1155 -3.6197
H -0.2122 0.2851 -2.1006
H 0.7180 -1.4988 -3.2712
H 1.5015 -0.1613 -4.0331
H -0.9478 -1.8348 -5.0735
H 0.7535 -1.8103 -5.5933
C 0.9112 0.1260 6.7219
C 0.9350 0.4045 5.1679
C 0.3788 1.8320 4.7641
C 1.3351 2.8968 5.0920
N 2.0121 3.7211 5.3117
H 1.7345 0.6137 7.2439
H 0.9392 -0.9295 6.9925
H 0.0533 0.6205 7.1774
H 0.3799 -0.3298 4.5842
H 1.9835 0.3455 4.8761
H -0.6359 1.9126 5.1540
H 0.1441 1.8346 3.6996
C -4.9453 -4.3640 -0.4104
C -4.1413 -4.4922 -1.6410
C -4.9198 -5.1764 -2.7773
C -6.2433 -4.5479 -3.0704
N -7.2823 -4.0918 -3.2436
H -5.3491 -5.3172 -0.0692
H -5.8646 -3.8387 -0.6692
H -4.3556 -3.9032 0.3821
H -3.2491 -5.0559 -1.3683
H -3.7424 -3.5105 -1.8966
H -5.1695 -6.2195 -2.5830
H -4.3703 -5.1195 -3.7169

Atom charges from the Mulliken analysis, given in e for atoms 1 to 4: C -1.11; C -0.22; C 0.60; C -0.13